1.
Formula: C15H84NO30S2
Source: OMol25
Level of theory: ωB97M-V/def2-TZVPD

Structure (XYZ):
```
132
Properties=species:S:1:pos:R:3:forces:R:3:mulliken_charge:R:1
C 5.80612 -3.22341 1.19924 0.01 0.46 -0.03 -0.92
C 6.08718 -2.16158 0.11223 -0.02 -0.36 0.17 -0.76
C 4.90019 -1.22492 -0.12652 0.14 0.07 -0.19 -0.57
C 4.86321 -0.05536 0.87989 0.37 -0.20 -0.23 -0.33
C 5.28971 1.29438 0.26918 -0.13 0.56 0.60 -0.44
C 4.18525 2.37428 0.22855 -0.12 -0.52 -0.40 -1.04
C 2.76696 1.83389 -0.05739 -0.10 0.61 -0.11 -0.54
C 1.82795 2.09261 1.11583 0.01 -0.14 -0.16 -0.76
C 0.39464 1.55816 0.96448 -0.03 0.46 0.50 -0.94
C -0.19921 1.12668 2.32435 -0.10 -0.20 -0.37 -0.59
C -0.30327 -0.40665 2.49308 -0.11 0.47 0.26 -0.50
C -1.74814 -0.91205 2.54867 -0.01 -0.01 -0.17 -1.39
C -2.34079 -1.25627 1.16406 -0.33 0.20 0.79 0.53
C -3.40736 -0.24515 0.72990 0.56 0.28 -0.27 -0.82
C -3.80543 -0.21995 -0.76569 -0.27 0.05 0.70 -1.15
S -3.35195 -1.63078 -1.73605 -0.08 -0.82 -1.05 1.46
O -3.79924 -2.83749 -1.04241 -0.38 0.08 0.28 -0.87
O -1.94186 -1.65216 -2.05611 0.33 0.33 0.24 -0.75
N -4.24520 -1.56734 -3.07439 0.21 0.60 0.32 -0.61
S -4.22059 -0.23445 -3.92106 -0.30 -0.19 -0.11 0.76
O -5.47046 0.48949 -3.83755 0.00 0.06 -0.11 -0.69
O -3.02685 0.57425 -3.77893 0.18 0.15 0.01 -0.44
H 4.92043 -2.93148 1.76692 0.00 -0.09 0.06 0.13
H 5.62892 -4.20445 0.76184 -0.04 -0.06 0.07 0.31
H 6.62471 -3.28995 1.91618 0.04 -0.19 -0.05 0.32
H 6.95763 -1.57288 0.40941 -0.03 0.13 -0.10 0.34
H 6.36735 -2.66335 -0.81732 -0.03 0.00 -0.02 0.42
H 4.99704 -0.83708 -1.14284 -0.15 0.15 0.03 0.51
H 3.96762 -1.79574 -0.10552 0.02 -0.06 0.00 0.12
H 5.57942 -0.29849 1.66994 -0.13 -0.03 0.14 0.68
H 3.88955 0.01229 1.36257 -0.03 0.05 -0.02 -0.10
H 5.71626 1.19098 -0.72540 -0.05 -0.34 -0.02 0.11
H 6.09783 1.69329 0.88949 0.10 0.06 -0.17 0.26
H 4.43465 3.07708 -0.56896 0.13 0.16 0.18 0.38
H 4.17096 2.93284 1.16709 -0.01 0.00 0.03 0.39
H 2.77171 0.78173 -0.34792 0.04 -0.07 0.15 0.32
H 2.37120 2.37318 -0.91773 -0.11 -0.06 -0.19 0.39
H 1.75804 3.17769 1.24489 0.13 0.01 0.12 0.25
H 2.28706 1.72575 2.03909 -0.05 -0.19 -0.02 0.47
H 0.33717 0.74041 0.24331 0.06 -0.02 -0.02 0.36
H -0.21593 2.38012 0.58022 -0.01 -0.13 -0.27 0.46
H 0.41017 1.55964 3.11305 0.04 -0.01 0.04 0.15
H -1.18768 1.57562 2.44819 -0.06 -0.06 0.01 0.78
H 0.23844 -0.87052 1.67129 -0.02 -0.25 0.10 0.28
H 0.22203 -0.70948 3.40100 0.02 0.00 0.03 0.17
H -1.81602 -1.79106 3.19209 0.04 -0.04 -0.03 0.44
H -2.36560 -0.13529 3.01072 -0.04 -0.08 0.17 0.59
H -1.51431 -1.29752 0.45938 -0.18 -0.19 -0.24 0.13
H -2.82118 -2.22597 1.26845 0.20 -0.16 -0.43 0.00
H -3.01138 0.74750 0.96109 -0.10 0.06 -0.04 0.19
H -4.30826 -0.36743 1.32888 -0.01 -0.12 0.01 0.35
H -4.89198 -0.21078 -0.83152 -0.01 0.00 -0.12 0.52
H -3.43342 0.67264 -1.26132 0.22 -0.17 -0.25 0.65
H -4.19468 -0.71817 -5.18094 0.06 -0.17 0.05 0.02
O -4.87855 -4.54077 1.30590 -0.22 0.07 0.15 -0.56
H -5.71976 -4.93844 1.06450 -0.02 0.02 0.06 0.23
H -4.55233 -4.12773 0.49532 0.25 -0.08 0.09 0.37
O 2.27402 -2.17066 2.34628 0.33 0.02 0.00 -0.50
H 2.56613 -2.71870 1.60954 -0.10 -0.02 -0.02 0.22
H 2.45737 -2.70206 3.12869 -0.17 -0.12 -0.03 0.25
O 1.12880 3.42650 4.35800 -0.04 0.13 0.27 -0.55
H 1.50855 3.27002 5.23787 0.11 -0.12 -0.02 0.33
H 1.26591 4.36540 4.19776 -0.03 -0.01 -0.06 0.23
O 1.52449 3.78521 -3.65808 0.08 0.09 0.25 -0.61
H 0.83548 3.15586 -3.89215 0.11 -0.09 -0.03 0.29
H 1.65283 4.27144 -4.47932 -0.15 -0.05 -0.04 0.30
O -0.05246 3.67840 -6.04216 0.23 0.13 -0.32 -0.57
H -0.73584 4.19185 -6.48175 -0.06 0.06 0.15 0.28
H -0.49990 2.86337 -5.78591 0.03 -0.11 -0.22 0.31
O -1.96873 4.09010 -3.95641 -0.19 -0.22 0.18 -0.63
H -1.19243 4.23423 -3.40233 0.02 0.11 -0.10 0.29
H -2.35208 3.26228 -3.63939 -0.05 -0.05 0.00 0.31
O 7.74307 0.35740 -1.87440 0.13 0.12 0.10 -0.54
H 8.45026 -0.28384 -1.98570 0.00 -0.01 0.04 0.24
H 7.72985 0.84169 -2.71089 -0.08 -0.20 -0.02 0.32
O 0.36961 4.45549 7.27264 0.03 0.03 0.10 -0.61
H -0.04570 5.24491 6.91287 0.02 0.01 0.01 0.30
H -0.33475 3.79543 7.23579 -0.01 0.00 -0.10 0.34
O 7.44445 0.11579 -4.74179 0.03 0.00 -0.19 -0.67
H 7.84594 -0.75628 -4.67936 -0.01 -0.01 0.00 0.32
H 6.50308 -0.06156 -4.84234 -0.02 0.07 0.05 0.33
O -0.13560 0.86348 -6.70192 0.14 -0.37 0.05 -0.62
H 0.60221 1.14225 -7.25948 -0.18 0.23 0.05 0.34
H 0.23270 0.18205 -6.12311 -0.08 0.04 0.15 0.32
O -0.50977 -3.78563 1.18519 0.01 -0.05 0.21 -0.46
H -1.31882 -4.20906 0.87019 0.01 -0.17 -0.12 0.27
H -0.17920 -3.31136 0.41331 0.13 -0.08 0.00 0.22
O -4.22698 5.87095 -4.71884 -0.02 -0.03 -0.09 -0.63
H -3.47585 5.27183 -4.59746 0.07 0.05 0.16 0.36
H -4.99224 5.29064 -4.76437 0.00 0.00 -0.02 0.30
O 1.30794 -3.45449 -1.63941 0.04 0.14 0.02 -0.60
H 1.16997 -4.22947 -2.19119 -0.08 -0.02 0.05 0.27
H 0.91972 -2.72570 -2.13837 -0.06 0.01 0.05 0.30
O -4.01437 -5.58126 4.16624 0.05 -0.11 0.09 -0.60
H -3.22935 -6.12644 4.05776 0.04 0.06 0.00 0.30
H -4.12338 -5.15185 3.30754 -0.13 0.10 -0.14 0.29
O 2.18688 1.70066 6.41710 0.01 0.00 0.03 -0.57
H 2.29494 1.61941 7.36961 -0.04 0.07 0.01 0.27
H 2.86836 1.13798 6.03563 -0.05 0.00 -0.08 0.29
O -0.20537 0.03990 -3.91562 0.06 -0.16 -0.37 -0.67
H -0.84477 0.51329 -4.46098 -0.10 0.12 0.17 0.32
H -0.78330 -0.59310 -3.46542 -0.05 0.02 0.35 0.39
O -6.36907 -1.67595 0.31948 -0.21 -0.10 0.01 -0.59
H -5.76041 -2.37951 0.05914 0.11 0.11 -0.02 0.22
H -7.09163 -1.73819 -0.31299 0.03 0.05 -0.03 0.30
O -1.47097 2.85598 5.47315 -0.01 -0.26 0.48 -0.74
H -0.58842 3.01331 5.08906 0.00 0.16 -0.29 0.26
H -1.40199 1.96358 5.83535 0.00 -0.09 -0.21 0.38
O 0.28699 -3.93636 4.16869 0.05 0.05 0.01 -0.68
H -0.01031 -3.88123 3.24746 0.06 0.01 -0.22 0.35
H 0.21268 -3.03015 4.48309 -0.07 0.00 0.00 0.32
O -2.61810 -5.27419 -0.39490 0.01 0.03 -0.31 -0.64
H -2.80055 -6.06998 -0.90097 0.08 -0.07 0.09 0.26
H -3.00652 -4.55133 -0.91843 0.16 0.15 0.09 0.41
O -4.97719 -5.01235 7.24404 0.07 -0.01 0.01 -0.65
H -5.07957 -4.14601 6.83887 -0.02 0.00 -0.01 0.31
H -4.50626 -5.51048 6.56510 -0.07 0.04 -0.12 0.34
O -3.53042 3.33381 7.62938 0.00 -0.12 0.01 -0.67
H -3.61719 4.27455 7.45679 -0.03 0.00 0.02 0.29
H -2.94861 3.00830 6.92951 0.03 0.24 -0.17 0.41
O -2.85124 0.98386 9.11029 -0.05 -0.02 -0.05 -0.66
H -3.31057 1.75957 8.75671 0.06 0.08 0.08 0.37
H -3.51261 0.28655 9.12490 0.02 -0.02 -0.01 0.31
O 0.64969 1.52506 -9.25717 0.12 0.06 -0.39 -0.60
H -0.05339 0.89414 -9.44687 -0.02 -0.01 0.17 0.28
H 0.77946 2.00067 -10.08498 -0.11 0.05 0.02 0.30
O 3.64765 1.52220 -9.82735 -0.01 0.06 -0.08 -0.64
H 3.65299 0.57030 -9.69205 0.00 0.00 0.01 0.31
H 2.78237 1.79554 -9.50136 0.09 -0.14 0.15 0.34
O -5.97342 1.45024 -6.58089 0.19 0.01 -0.04 -0.66
H -5.71056 0.73862 -7.17039 -0.01 0.00 -0.01 0.29
H -5.58248 1.22278 -5.72123 -0.36 0.06 0.07 0.37
```
Positions in Å, forces in eV/Å.

Results
HOMO-LUMO gap (eV): 8.96
E_HOMO (eV): -7.463
Total charge: -1

---

2.
Formula: C4H25NO12
Source: OMol25
Level of theory: ωB97M-V/def2-TZVPD

Structure (XYZ):
```
42
Properties=species:S:1:pos:R:3:forces:R:3:mulliken_charge:R:1
O 1.20062 -3.13135 0.82189 -0.09 -0.03 0.61 -0.60
C 1.63536 -2.23093 0.16610 0.06 -0.31 -1.47 0.17
O 2.11860 -2.48012 -1.09338 0.62 -0.10 0.75 -0.50
C 1.66301 -0.78906 0.55111 0.00 -0.02 -0.32 -0.04
C 0.25486 -0.23631 0.45939 -1.14 -1.18 0.58 0.72
C 0.14080 1.22920 0.76079 -0.57 0.66 0.02 -0.20
N -1.07509 1.57487 1.27446 -1.17 0.08 -0.10 -0.29
O 1.05836 2.03451 0.66493 0.02 -0.71 0.28 -0.62
H 1.45569 -2.37215 -1.77392 -0.56 0.30 -0.54 0.32
H 2.35551 -0.27672 -0.09135 0.15 0.09 -0.49 0.19
H 2.07439 -0.68705 1.53223 -0.02 0.04 0.90 0.32
H -0.40178 -0.76478 1.16663 0.55 0.34 0.50 -0.22
H -0.32419 -0.59116 -0.40222 0.62 0.74 -0.74 0.22
H -1.20739 2.52430 1.52723 0.57 1.05 0.15 0.30
H -2.00470 1.23504 0.96820 1.07 -0.89 -0.21 0.23
H -3.54584 -1.82580 1.06404 0.16 -0.18 0.44 0.31
H -2.35219 -1.73244 2.02375 0.09 0.21 0.11 0.33
O -3.03621 -1.18053 1.57912 0.24 -3.38 2.51 -0.61
H -1.10689 -3.67981 2.74737 0.43 0.70 -0.29 0.28
H -0.10005 -2.70347 1.99030 -0.33 -0.62 0.36 0.37
O -0.93231 -2.74911 2.51058 -0.32 -0.22 0.09 -0.68
H 0.16041 0.74630 4.02781 -0.09 0.35 -0.63 0.31
H 1.70277 0.42393 3.93058 0.18 0.39 -0.59 0.31
O 0.91030 0.33827 4.44539 -0.09 -0.70 1.15 -0.62
H -3.05600 -0.37880 -0.77783 0.07 -0.18 -0.32 0.26
H -3.49006 -0.27413 0.72691 0.32 0.99 -0.76 0.48
O -3.33412 0.22316 -0.09396 -0.83 2.50 -1.86 -0.80
H -1.59990 1.17607 -2.09548 -0.20 0.32 -0.30 0.40
H -2.16699 0.98813 -3.52143 -0.05 0.12 0.30 0.32
O -1.90176 0.50334 -2.72993 0.20 -0.46 -0.07 -0.74
H -0.12029 2.70480 -2.65873 -0.67 0.67 0.65 0.41
H -0.61375 3.32333 -1.36960 0.13 0.09 0.19 0.29
O -0.90506 3.16218 -2.27013 0.45 -0.55 -0.64 -0.69
H 1.05140 0.77965 -2.72044 0.17 0.58 0.72 0.44
H 1.77136 0.96800 -1.42081 0.11 0.41 0.23 0.15
O 1.22040 1.46926 -2.02807 0.01 -1.04 -1.26 -0.64
H 3.52429 1.13811 0.32448 0.20 -0.09 0.26 0.40
H 4.08330 2.43544 -0.04919 0.35 0.20 -0.02 0.33
O 4.38690 1.55235 0.19204 -0.60 0.08 -0.13 -0.68
H 0.63248 -0.94494 -4.11258 -0.38 -0.16 0.78 0.28
H -0.50594 -0.52332 -3.07976 0.49 -0.34 -0.17 0.44
O 0.37973 -0.97822 -3.16650 -0.15 0.25 -0.68 -0.66
```
Positions in Å, forces in eV/Å.

Results
HOMO-LUMO gap (eV): 10.50
Energy above the lowest of the compared OMol25 structures with the same formula, charge and spin (eV): 0.906
E_HOMO (eV): -10.508
SMILES: NC(=O)CCC(=O)O.O.O.O.O.O.O.O.O.O

---

3.
Formula: C35H52P4SY
Source: OMol25
Level of theory: ωB97M-V/def2-TZVPD

Structure (XYZ):
```
93
Properties=species:S:1:pos:R:3:forces:R:3:mulliken_charge:R:1
Y 0.06145 0.09544 -0.43864 0.14 0.54 1.81 -2.02
P -0.89112 2.53821 0.90550 -0.37 1.04 -0.18 1.38
P -2.67624 -0.09331 -0.90837 -1.37 -0.39 -0.32 1.38
P 2.32182 1.88866 -0.58469 1.03 0.67 -0.25 1.42
H -0.14942 -1.57075 -8.25184 0.51 -0.22 -0.25 0.34
C 0.90569 -1.77849 -8.03604 0.04 0.17 -0.12 -0.45
C 1.23046 -2.91644 -7.40660 -0.04 0.12 -0.27 -0.51
H 0.43038 -3.58626 -7.07397 0.46 0.06 -0.15 0.30
C -1.31758 3.94110 -0.21359 0.15 -0.21 0.04 -1.14
C -2.43029 2.46589 1.90513 0.02 -0.44 -0.06 -1.24
C 0.19233 3.38555 2.12652 0.24 -0.36 -0.10 -1.17
C -2.86251 -1.47662 -2.11004 0.14 -0.06 -0.10 -0.75
C -3.87859 -0.59128 0.38024 0.16 0.05 0.29 -1.01
C -3.58861 1.24820 -1.77187 0.41 0.05 -0.04 -1.41
C 3.50020 1.22574 -1.82630 -0.08 -0.28 -0.15 -1.27
C 3.49553 2.19679 0.78526 -0.13 -0.16 0.31 -1.19
C 2.12345 3.57931 -1.28578 -0.31 -0.12 -0.03 -1.51
H 1.63355 -1.04392 -8.41142 -0.30 -0.50 0.19 0.30
H 2.26460 -3.23074 -7.24186 -0.36 0.13 -0.05 0.29
H -1.56867 4.82944 0.38797 0.05 -0.27 -0.30 0.43
H -2.16829 3.65183 -0.84215 0.16 0.16 0.16 0.30
H -0.47006 4.15122 -0.87673 -0.29 0.07 0.21 0.22
H -2.51303 3.38909 2.49515 -0.07 -0.24 -0.21 0.53
H -2.39717 1.60596 2.58423 -0.11 0.18 -0.07 0.17
H -3.30272 2.36129 1.24991 0.13 0.08 0.19 0.49
H -0.39607 4.16663 2.62501 0.22 -0.12 -0.15 0.52
H 1.06627 3.83046 1.63842 -0.21 -0.02 0.13 0.43
H 0.53930 2.66436 2.87594 0.01 0.20 -0.10 0.15
H -3.87482 -1.42953 -2.55296 0.50 -0.17 0.14 0.51
H -2.71747 -2.44288 -1.59379 -0.11 0.41 -0.22 0.27
H -2.09777 -1.38493 -2.90134 -0.45 -0.06 0.18 0.00
H -4.90753 -0.48585 0.00120 0.37 -0.06 0.12 0.50
H -3.74057 0.04978 1.26030 -0.20 -0.19 -0.19 0.18
H -3.69716 -1.62961 0.69024 -0.03 0.27 -0.10 0.15
H -4.52621 0.83637 -2.17068 0.22 0.19 0.17 0.53
H -2.96321 1.61989 -2.59328 -0.23 0.00 0.13 0.32
H -3.80247 2.08205 -1.08990 -0.01 -0.26 -0.20 0.36
H 4.31609 1.94354 -1.99036 -0.19 -0.27 0.05 0.54
H 2.98873 1.01310 -2.77455 0.28 0.23 0.23 0.23
H 3.90133 0.27038 -1.46741 0.09 0.19 -0.04 0.33
H 4.30391 2.87247 0.46829 -0.28 -0.21 0.03 0.51
H 3.92286 1.24266 1.11607 -0.03 0.15 -0.06 0.22
H 2.97238 2.63168 1.64305 0.16 -0.03 -0.13 0.34
H 3.10476 3.93320 -1.63050 -0.27 -0.06 0.15 0.53
H 1.71752 4.28925 -0.55489 0.15 -0.18 -0.18 0.44
H 1.43576 3.52418 -2.13916 0.16 0.13 0.13 0.33
C 0.64208 -0.79997 -3.89197 0.74 -1.59 2.51 1.21
C 0.73207 0.48072 -4.48223 -0.83 2.49 -0.95 0.22
C 0.00499 0.74437 -5.64542 0.54 0.28 0.61 -1.06
C -0.72386 -0.28058 -6.28018 0.51 0.70 -0.45 -0.46
C -0.83483 -1.55274 -5.69419 0.75 -1.64 1.61 -0.97
C -0.08274 -1.82406 -4.55837 -1.05 -0.83 -1.31 -0.69
S 1.36937 -1.26944 -2.38116 -0.53 0.03 -2.24 -0.17
H -0.32956 1.32483 -1.95358 -0.05 0.16 -0.50 0.19
H 1.34858 1.26750 -4.01984 -0.38 -0.51 -0.32 0.20
H 0.00143 1.73171 -6.11202 0.28 -0.30 0.23 0.54
H -1.10791 -0.11960 -7.29641 -0.21 0.19 0.73 0.73
H -1.40055 -2.35339 -6.18898 0.22 0.46 0.30 0.56
H 0.04199 -2.83744 -4.16322 -0.41 0.34 -0.18 0.49
C -0.34231 0.13364 7.16566 -0.04 0.07 -0.19 -0.57
C -0.74099 1.13903 6.27079 0.03 -0.09 0.06 -0.75
C -0.62196 0.94795 4.88748 0.29 -0.62 0.14 -0.05
C -0.09009 -0.26485 4.39067 -0.50 0.84 0.59 -0.13
C 0.27388 -1.28033 5.29883 0.02 0.22 -0.10 -0.21
C 0.15521 -1.08157 6.67913 -0.04 0.08 -0.55 -0.79
P 0.15822 -0.53785 2.60191 0.43 -1.00 0.57 2.75
C 1.95069 -1.03347 2.64692 0.17 0.05 -0.48 0.38
C 2.49285 -1.96475 1.74039 -0.11 0.43 0.00 -0.15
C 3.87175 -2.15213 1.66323 0.29 0.02 0.07 -0.87
C 4.73123 -1.45793 2.52112 -0.21 0.03 -0.05 -0.58
C 4.20063 -0.54703 3.43840 -0.15 -0.06 -0.09 -0.78
C 2.82674 -0.30659 3.47622 -0.29 -0.13 -0.15 -0.54
C -0.88209 -2.05310 2.31520 -0.21 0.32 -0.51 1.10
C -1.97699 -2.30205 3.16275 0.20 -0.07 -0.14 -0.66
C -2.91852 -3.28026 2.83772 0.06 -0.09 -0.05 -0.86
C -2.76519 -4.05326 1.68696 0.27 0.00 -0.11 -0.67
C -1.67411 -3.82291 0.84047 -0.15 0.03 -0.11 -1.22
C -0.78079 -2.78846 1.10911 -0.21 0.37 0.46 0.00
H -0.41971 0.28663 8.24861 -0.01 0.00 -0.52 0.41
H -1.14724 2.08344 6.65117 0.20 -0.44 -0.14 0.44
H -0.93278 1.73578 4.19918 0.10 -0.23 0.30 0.02
H 0.66286 -2.22516 4.90831 -0.08 0.27 0.22 0.43
H 0.45841 -1.88705 7.35067 -0.13 0.34 -0.13 0.44
H 1.84034 -2.55884 1.09931 0.23 0.03 0.21 0.42
H 4.28340 -2.85617 0.93852 -0.12 0.12 0.26 0.49
H 5.80839 -1.62183 2.47501 -0.32 0.00 0.02 0.42
H 4.84930 -0.01849 4.13650 -0.11 -0.12 -0.24 0.42
H 2.42002 0.43701 4.16693 0.19 -0.29 -0.14 0.38
H -2.09306 -1.72796 4.08386 0.03 -0.20 -0.31 0.38
H -3.76883 -3.45497 3.49908 0.26 0.07 -0.18 0.44
H -3.48833 -4.83158 1.43700 0.26 0.19 0.15 0.42
H -1.50404 -4.45274 -0.03182 -0.20 0.14 0.12 0.51
H 0.01129 -2.57722 0.37256 -0.07 -0.28 0.29 -0.02
```
Positions in Å, forces in eV/Å.

Results
HOMO-LUMO gap (spin up / spin down) (eV): 2.74 / 2.74
Energy above the lowest of the compared OMol25 structures with the same formula, charge and spin (eV): 0.103
E_HOMO (spin up / spin down) (eV): -15.620 / -15.620
Total charge: +3